1.
Entry from the OMol25 dataset: a 3-piece molecular cluster, C38H72BClN3O7 overall in a non-equilibrium geometry (ωB97M-V with the def2-TZVPD basis set).

Its total charge is +1. The total energy is -72566.9299 eV. As for the multiplicity: 3. The calculation puts the max |F| at 0.0419 hartree/bohr.

Geometry (Å):
C1 -2.20395 6.26628 2.45655
C2 -2.50708 5.80037 1.00629
B1 -3.00393 4.31753 1.05477
O1 -4.30745 4.04008 0.79540
C3 -2.00827 3.10028 1.39736
N1 -1.38703 3.09297 2.59570
C4 -0.54854 2.13191 3.02343
C5 0.08939 2.27663 4.36996
Cl1 0.97411 3.83960 4.43667
C6 -0.85308 2.16424 5.56903
C7 -2.08441 3.06425 5.55147
C8 -0.30293 1.04505 2.18655
C9 0.60417 -0.09966 2.58955
O2 0.49656 -1.12121 1.63935
C10 1.73414 -1.74417 1.36615
O3 1.47299 -2.64692 0.35304
C11 2.66508 -3.27757 -0.11496
C12 2.57283 -4.76542 0.11628
O4 1.44424 -5.23427 -0.61922
C13 -0.91654 1.01936 0.93432
C14 -1.77033 2.04307 0.51224
C15 -2.40708 1.96314 -0.84738
C16 -2.03871 3.11825 -1.79766
C17 -0.68910 3.77681 -1.51354
C18 0.50618 2.96555 -2.01773
C19 1.78315 3.71283 -1.72003
O5 1.95190 3.82198 -0.31743
C20 2.86972 4.81909 0.08370
H1 -2.55462 7.27409 2.63363
H2 -1.13600 6.21024 2.65354
H3 -2.69846 5.61757 3.18610
H4 -3.29385 6.40511 0.56703
H5 -1.62543 5.85722 0.37397
H6 -4.64535 3.27498 1.27341
H7 -1.55275 3.87854 3.21164
H8 0.85131 1.52062 4.48606
H9 -0.26448 2.44177 6.44049
H10 -1.13806 1.12758 5.73648
H11 -2.54828 3.08909 6.52947
H12 -2.81725 2.72309 4.82407
H13 -1.79795 4.08728 5.30530
H14 0.29798 -0.48703 3.56351
H15 1.63209 0.27044 2.63972
H16 2.07865 -2.25717 2.27435
H17 2.45283 -0.98617 1.02669
H18 3.55448 -2.90716 0.40012
H19 2.76951 -3.08530 -1.17932
H20 3.48961 -5.24354 -0.22273
H21 2.37240 -4.98063 1.16590
H22 1.65109 -6.08478 -1.01012
H23 -0.74398 0.18622 0.27339
H24 -2.20250 0.99044 -1.27927
H25 -3.48525 1.99207 -0.69202
H26 -1.96888 2.69024 -2.79325
H27 -2.82203 3.86736 -1.86333
H28 -0.66694 4.71433 -2.07325
H29 -0.54824 4.05890 -0.47550
H30 0.52942 1.96738 -1.58537
H31 0.41827 2.93369 -3.10169
H32 1.78088 4.69154 -2.20460
H33 2.64238 3.17594 -2.13877
H34 3.11858 5.50955 -0.72037
H35 3.79063 4.37641 0.45848
H36 2.41753 5.39719 0.88745
C21 -7.24350 1.86976 -5.79930
C22 -6.80128 2.75241 -4.59730
C23 -7.45305 4.14197 -4.65851
C24 -6.80284 5.12504 -5.62817
C25 -5.29406 5.17361 -5.41339
C26 -4.65147 3.79171 -5.50395
N2 -5.30693 2.84023 -4.54918
O6 -4.91108 3.06103 -3.33878
C27 -4.74098 3.28708 -6.95553
C28 -3.16221 3.89287 -5.20231
C29 -7.33323 2.05386 -3.34946
H37 -6.41081 1.56357 -6.42597
H38 -7.69657 0.94071 -5.45608
H39 -7.97068 2.37613 -6.43494
H40 -7.42180 4.58652 -3.65837
H41 -8.50845 4.02325 -4.90697
H42 -7.03853 4.85686 -6.66122
H43 -7.22622 6.11859 -5.47167
H44 -4.83246 5.83291 -6.15108
H45 -5.08472 5.61198 -4.43184
H46 -4.32633 2.28195 -7.04502
H47 -4.16206 3.94514 -7.60314
H48 -5.75226 3.27507 -7.35343
H49 -2.96971 4.35534 -4.23602
H50 -2.68124 4.50751 -5.96212
H51 -2.69190 2.90739 -5.21507
H52 -6.84761 1.08834 -3.20079
H53 -8.40266 1.88527 -3.47219
H54 -7.19389 2.65093 -2.44965
C30 5.31388 -6.51954 4.28713
C31 5.12414 -7.78711 3.40523
C32 5.90430 -8.98239 3.97364
C33 7.40015 -8.99407 3.66522
C34 7.64108 -8.76781 2.17539
C35 6.97786 -7.48923 1.67066
N3 5.51695 -7.48626 1.99486
O7 4.90159 -8.29152 1.18868
C36 7.69640 -6.27444 2.28669
C37 7.17171 -7.35539 0.16463
C38 3.63948 -8.13097 3.48445
H55 5.77736 -5.69781 3.74710
H56 4.35320 -6.13291 4.62696
H57 5.91978 -6.72055 5.17155
H58 5.47408 -9.90319 3.56782
H59 5.74809 -9.02211 5.05284
H60 7.92279 -8.24237 4.26298
H61 7.81964 -9.95726 3.96019
H62 8.71243 -8.72105 1.97098
H63 7.25653 -9.62634 1.61631
H64 7.21854 -5.34254 1.97889
H65 8.72863 -6.24989 1.93838
H66 7.73805 -6.29365 3.37333
H67 6.80068 -8.22288 -0.37735
H68 8.23395 -7.25802 -0.05625
H69 6.66260 -6.46877 -0.21802
H70 3.02901 -7.35430 3.02045
H71 3.35427 -8.21226 4.53333
H72 3.40802 -9.07955 3.00435

These are the Löwdin partial charges, in e, on atoms 1 to 8: atom 1 (C): -0.08, atom 2 (C): -0.12, atom 3 (B): -0.44, atom 4 (O): 0.20, atom 5 (C): 0.00, atom 6 (N): 0.18, atom 7 (C): -0.19, atom 8 (C): -0.60



2.
Entry from the OMol25 dataset: a 8-piece molecular cluster, C38H72BNO25P overall in a non-equilibrium geometry (ωB97M-V with the def2-TZVPD basis set).

Its total charge is -1. The total energy is -103221.6663 eV. The calculation puts the max |F| at 0.0601 hartree/bohr.

Geometry (Å):
C1 6.15049 -8.19610 0.32265
C2 5.06541 -7.71109 -0.63515
C3 4.37844 -8.66511 -1.36979
C4 3.36630 -8.25380 -2.21772
C5 3.07168 -6.90688 -2.32998
C6 1.91864 -6.45950 -3.24562
C7 0.61621 -6.19447 -2.45343
P1 0.34379 -4.45962 -1.88533
N1 0.59292 -3.40110 -3.00609
O1 1.33559 -4.08814 -0.63168
O2 -1.20799 -4.33085 -1.38521
C8 0.32443 -7.05972 -1.11331
O3 -0.74992 -7.94347 -1.36577
B1 -0.67450 -8.09794 -2.84323
O4 -0.42179 -6.69010 -3.27525
C9 3.77450 -5.95087 -1.61930
C10 4.78566 -6.37398 -0.76381
H1 6.77951 -7.38064 0.69372
H2 6.71158 -8.97359 -0.21208
H3 5.72544 -8.69481 1.20762
H4 4.61559 -9.72601 -1.29504
H5 2.76105 -8.93977 -2.80821
H6 2.28388 -5.53719 -3.72508
H7 1.76359 -7.18605 -4.04337
H8 1.32075 -2.75114 -2.71894
H9 1.27645 -4.82321 0.00425
H10 -1.52821 -5.25451 -1.33193
H11 -0.08547 -6.39777 -0.31962
H12 1.12871 -7.69172 -0.70774
H13 -1.63935 -8.65952 -3.30080
H14 0.36952 -8.70936 -3.10979
H15 3.50411 -4.90695 -1.76138
H16 5.32946 -5.61015 -0.20714
C11 -6.00078 1.32300 -1.00217
C12 -5.56842 0.86557 -2.38089
O5 -4.14735 0.70883 -2.46468
C13 -3.65488 -0.39090 -1.87616
O6 -4.29890 -1.23388 -1.30593
O7 -2.33599 -0.37009 -2.00604
C14 -1.65919 -1.44419 -1.32223
H17 -5.47146 2.23437 -0.71681
H18 -7.07412 1.51688 -0.98252
H19 -5.77580 0.57021 -0.24753
H20 -5.83211 1.62415 -3.11738
H21 -6.06778 -0.05893 -2.67310
H22 -2.05227 -2.40617 -1.61737
H23 -1.74932 -1.30489 -0.24335
H24 -0.61002 -1.39908 -1.59685
C15 -6.27748 5.79315 4.59688
C16 -6.99564 5.90690 3.26917
O8 -6.13009 6.39847 2.23718
C17 -5.25482 5.51234 1.75952
O9 -5.14562 4.36431 2.10760
O10 -4.50848 6.12319 0.83953
C18 -3.45729 5.31179 0.30734
H25 -5.82025 6.74634 4.86838
H26 -6.97067 5.49636 5.38409
H27 -5.47730 5.05563 4.55407
H28 -7.80706 6.62857 3.35336
H29 -7.43815 4.95606 2.96799
H30 -3.84466 4.37044 -0.07826
H31 -2.70205 5.13073 1.07114
H32 -2.99948 5.86144 -0.51121
C19 -4.28153 -3.00655 1.36896
C20 -3.12190 -2.45205 2.16552
O11 -3.20039 -2.81599 3.55646
C21 -2.86661 -4.07216 3.84016
O12 -2.50136 -4.90909 3.05876
O13 -3.02499 -4.25494 5.15855
C22 -2.79138 -5.59609 5.58523
H33 -5.23232 -2.70540 1.81507
H34 -4.24129 -2.64459 0.34089
H35 -4.26547 -4.09631 1.35143
H36 -3.14961 -1.36277 2.13961
H37 -2.16299 -2.76406 1.74915
H38 -1.81305 -5.94700 5.26173
H39 -3.57397 -6.25225 5.20526
H40 -2.82550 -5.59848 6.67223
C23 -0.75206 2.32042 -2.29356
C24 -1.56593 3.30656 -3.10103
O14 -1.03540 4.64279 -2.98800
C25 0.07071 4.88421 -3.68691
O15 0.65184 4.10790 -4.39771
O16 0.44460 6.14746 -3.44388
C26 1.68122 6.51318 -4.05689
H41 -0.67381 2.64707 -1.25351
H42 -1.21954 1.33483 -2.32174
H43 0.26366 2.23377 -2.67952
H44 -2.58067 3.34384 -2.70651
H45 -1.63438 3.00957 -4.14772
H46 1.66376 6.31839 -5.12740
H47 2.50452 5.97688 -3.58569
H48 1.82121 7.57972 -3.89811
C27 4.80655 10.32295 -9.02922
C28 3.54120 10.20428 -8.20563
O17 3.75533 9.43674 -7.01293
C29 4.40543 10.06444 -6.03370
O18 4.81137 11.19719 -6.05937
O19 4.54958 9.20678 -5.02047
C30 5.32183 9.71725 -3.93229
H49 5.21474 9.33457 -9.24622
H50 4.60333 10.83635 -9.96958
H51 5.57553 10.88002 -8.49519
H52 2.78292 9.66939 -8.77533
H53 3.13011 11.18294 -7.95539
H54 4.92276 10.66584 -3.57822
H55 6.36287 9.83027 -4.23271
H56 5.26426 8.98837 -3.12796
C31 10.12214 -4.66537 3.20632
C32 9.85567 -5.29815 1.85597
O20 8.82047 -4.60311 1.14918
C33 9.17373 -3.43901 0.60513
O21 10.26698 -2.93495 0.64842
O22 8.09525 -2.91613 0.02112
C34 8.29879 -1.61281 -0.52533
H57 9.19931 -4.59848 3.78480
H58 10.85032 -5.25275 3.76705
H59 10.50972 -3.65287 3.09884
H60 9.49759 -6.31716 1.99552
H61 10.76125 -5.35220 1.25059
H62 9.14554 -1.60161 -1.20904
H63 8.44745 -0.88995 0.27638
H64 7.39837 -1.35091 -1.07457
C35 -5.02420 2.38178 10.29180
C36 -6.44771 2.72772 9.90722
O23 -6.52415 3.25237 8.57542
C37 -6.41295 2.34953 7.59677
O24 -6.26747 1.16453 7.73883
O25 -6.46894 2.99750 6.43214
C38 -6.25966 2.16010 5.28905
H65 -4.37103 3.24507 10.15387
H66 -4.97628 2.06440 11.33413
H67 -4.63141 1.57716 9.67149
H68 -6.82296 3.51313 10.56212
H69 -7.11290 1.86992 10.01342
H70 -6.94421 1.31419 5.28858
H71 -5.22733 1.81432 5.26538
H72 -6.44570 2.76208 4.40257

These are the Löwdin partial charges, in e, on atoms 1 to 8: atom 1 (C): -0.06, atom 2 (C): -0.30, atom 3 (C): -0.05, atom 4 (C): -0.04, atom 5 (C): -0.23, atom 6 (C): -0.08, atom 7 (C): -0.46, atom 8 (P): 0.59



3.
Entry from the OMol25 dataset: a 8-piece molecular cluster, C38H72ClFO10 overall in a non-equilibrium geometry (ωB97M-V with the def2-TZVPD basis set).

Its total charge is 0. The total energy is -76279.6708 eV. The calculation puts the max |F| at 0.1795 hartree/bohr. As for the SMILES: CC[C@H](Cl)[C@H]1C(=O)OC[C@@]1(O)CCCF.C1CCOC1.C1CCOC1.C1CCOC1.C1CCOC1.C1CCOC1.C1CCOC1.C1CCOC1.

Geometry (Å):
C1 -0.25318 -1.19772 -1.33876
C2 0.41739 0.19764 -1.96850
C3 -0.72550 1.38008 -1.66403
Cl1 -1.57334 1.65115 -3.33229
C4 -0.06995 2.79404 -1.15694
C5 -1.36671 3.83253 -1.34392
O1 -1.55677 4.75187 -2.29363
O2 -2.20373 3.41680 -0.19294
C6 -1.40117 2.93922 0.98201
C7 0.16963 3.07487 0.44001
O3 0.45793 4.54602 0.45784
C8 1.20974 2.14392 1.30041
C9 2.68695 1.93684 0.59783
C10 3.34012 0.44624 0.81499
F1 2.81971 -0.28881 2.00309
H1 0.27635 -2.15366 -1.75728
H2 -0.24415 -1.11993 -0.15694
H3 -1.38732 -1.20594 -1.65498
H4 0.56790 0.02277 -3.13571
H5 1.44033 0.48009 -1.43077
H6 -1.57377 0.95027 -0.96610
H7 0.72093 3.29208 -1.88900
H8 -1.64300 3.50247 1.98583
H9 -1.47727 1.75227 1.08437
H10 0.04849 4.94884 1.29825
H11 0.69635 1.11618 1.62380
H12 1.39887 2.71587 2.33067
H13 3.44611 2.71277 1.09114
H14 2.68873 2.20189 -0.55953
H15 3.21142 -0.23975 -0.12655
H16 4.50746 0.59856 1.00539
C11 3.94030 6.05595 -4.10140
C12 3.41587 4.89160 -4.90140
C13 3.96457 3.70786 -4.13502
O4 4.05638 4.10818 -2.76081
C14 3.86377 5.52751 -2.68572
H17 3.37167 6.97844 -4.24336
H18 4.98491 6.25135 -4.37148
H19 2.32001 4.88261 -4.86832
H20 3.72628 4.90246 -5.94927
H21 4.97231 3.44673 -4.47504
H22 3.32767 2.82253 -4.21881
H23 2.87582 5.70770 -2.24809
H24 4.62094 5.96833 -2.03147
C15 2.28842 -4.01145 5.35048
C16 2.50259 -2.52152 5.28011
C17 1.83154 -2.16645 3.97119
O5 0.76318 -3.10477 3.78330
C18 0.91216 -4.16267 4.74032
H25 2.35266 -4.41739 6.36318
H26 3.03175 -4.52309 4.72755
H27 1.98174 -2.03239 6.11170
H28 3.55431 -2.22618 5.31426
H29 2.52253 -2.27365 3.12833
H30 1.43209 -1.14817 3.96759
H31 0.12808 -4.04234 5.49581
H32 0.77563 -5.12867 4.24646
C19 -0.23084 8.73106 -2.34642
C20 -0.36885 7.72033 -1.23731
C21 0.84053 8.02365 -0.37996
O6 1.11228 9.42451 -0.52444
C22 0.32839 9.93087 -1.61364
H33 -1.16910 8.94680 -2.86373
H34 0.49498 8.37331 -3.08638
H35 -1.28694 7.91495 -0.67046
H36 -0.39550 6.68501 -1.58645
H37 1.72205 7.47466 -0.72766
H38 0.67616 7.78743 0.67533
H39 -0.47317 10.54605 -1.19046
H40 0.95105 10.56142 -2.25426
C23 -5.04737 -3.38681 -0.38578
C24 -4.40033 -4.49793 0.40002
C25 -2.92802 -4.21268 0.19860
O7 -2.79651 -2.79278 0.04458
C26 -4.10383 -2.23084 -0.13534
H41 -6.07453 -3.17258 -0.07995
H42 -5.05247 -3.64080 -1.45246
H43 -4.65803 -4.40033 1.46122
H44 -4.69044 -5.49807 0.06825
H45 -2.55328 -4.68415 -0.71608
H46 -2.31668 -4.54984 1.04065
H47 -4.36690 -1.69628 0.78394
H48 -4.08720 -1.51564 -0.96233
C27 -0.39201 -2.66290 -6.55641
C28 -0.53002 -3.67362 -5.44730
C29 0.67936 -3.37031 -4.58995
O8 0.95110 -1.96945 -4.73442
C30 0.16722 -1.46309 -5.82363
H49 -1.33027 -2.44716 -7.07372
H50 0.33381 -3.02065 -7.29636
H51 -1.44811 -3.47901 -4.88045
H52 -0.55668 -4.70895 -5.79644
H53 1.56088 -3.91930 -4.93765
H54 0.51499 -3.60652 -3.53466
H55 -0.63434 -0.84791 -5.40045
H56 0.78988 -0.83254 -6.46425
C31 6.59583 -7.47551 5.50017
C32 6.80999 -5.98557 5.42980
C33 6.13894 -5.63051 4.12088
O9 5.07059 -6.56882 3.93299
C34 5.21956 -7.62673 4.89001
H57 6.66006 -7.88144 6.51288
H58 7.33915 -7.98715 4.87724
H59 6.28914 -5.49645 6.26139
H60 7.86172 -5.69024 5.46395
H61 6.82993 -5.73770 3.27803
H62 5.73949 -4.61223 4.11728
H63 4.43548 -7.50640 5.64550
H64 5.08303 -8.59273 4.39615
C35 -9.70345 -1.39600 2.52382
C36 -8.90912 -0.31948 1.83036
C37 -7.87806 -1.12582 1.07117
O10 -8.48853 -2.38272 0.74763
C38 -9.71039 -2.50032 1.48956
H65 -10.70785 -1.08086 2.81764
H66 -9.17124 -1.72914 3.42277
H67 -9.55289 0.22111 1.12650
H68 -8.46338 0.40764 2.51382
H69 -6.99884 -1.33109 1.69101
H70 -7.54986 -0.62894 0.15365
H71 -10.54123 -2.37937 0.78592
H72 -9.77509 -3.49541 1.93822

These are the Löwdin partial charges, in e, on atoms 1 to 8: atom 1 (C): -0.11, atom 2 (C): -0.22, atom 3 (C): -0.52, atom 4 (Cl): 0.56, atom 5 (C): -0.13, atom 6 (C): -0.26, atom 7 (O): -0.02, atom 8 (O): -0.09



- Look up the total energy of the first one.
  -72566.9299 eV



- Number 1 is which compound?
  C38H72BClN3O7